[1]
Computed, not measured: a cluster of 7 separate species, C47H105BF4N5O in total at a distorted geometry, with ωB97M-V with the def2-TZVPD basis set.

Cartesian coordinates (Å):
H  4.0179  8.4207  32.5892
C  9.0273  0.8415  43.9170
C  -6.0363  10.2866  39.7758
H  7.3795  0.1086  42.1240
H  5.5762  8.6046  29.1344
H  -5.6952  12.6752  35.9252
C  8.8108  15.7898  44.7338
C  7.0644  15.1527  46.5626
C  6.4558  2.0421  41.3690
H  9.2209  15.5897  35.3760
H  8.5063  14.0355  43.4970
H  -3.7190  10.2366  37.9847
H  -3.4039  14.5394  37.9352
H  -4.9305  13.6108  39.2445
H  -1.3068  13.9132  36.8011
H  7.3168  5.5164  45.2426
H  3.3218  8.4678  29.6459
H  -5.5734  8.7089  38.5008
C  4.9832  6.1729  31.6263
H  5.9688  2.9093  41.8152
H  -6.9028  9.8067  40.2306
C  10.6331  13.0307  35.5525
C  9.3758  1.9696  41.7579
C  7.3999  2.2708  40.1475
H  2.9574  6.1697  29.6209
H  6.4797  0.8299  43.2801
H  2.2242  6.0008  35.6009
H  -7.1563  12.1461  39.4964
H  2.4143  4.9777  30.9757
H  13.6029  10.7742  38.5501
C  -5.8786  9.7475  38.3737
C  7.3690  17.5469  45.8883
H  5.8145  11.1040  39.3004
H  6.5963  16.6971  43.3181
C  -2.0972  14.5108  36.3471
H  3.5758  11.3526  37.9029
H  -1.9943  14.2654  35.2901
H  12.4530  8.8087  35.2115
C  -5.9929  12.5550  36.9668
H  8.9409  12.3970  45.4089
C  6.6378  4.6819  45.0678
H  6.4065  15.0669  43.9033
H  13.1377  13.9775  35.7083
H  -4.0933  12.0136  39.6550
H  6.5423  6.5583  30.4224
N  7.3886  16.1047  45.3278
H  11.3408  11.7254  37.7930
N  3.5216  6.5470  31.7680
C  8.8248  2.8357  40.5838
H  10.1156  14.2505  44.2681
H  10.2560  2.4212  42.2155
H  10.7275  14.0125  37.4673
C  9.0366  14.3203  44.4057
H  -1.9217  15.5655  36.5593
F  -1.0979  9.0787  43.6851
N  8.4064  1.7709  42.8987
N  11.9240  12.1845  35.7112
H  11.9671  10.9882  33.8550
H  6.3870  17.7606  46.3101
H  8.9093  16.4578  43.8781
H  9.4185  2.8901  39.6713
H  5.9800  8.8766  30.7847
H  14.0096  12.5598  35.3299
C  3.1015  5.9041  33.0955
H  9.2192  15.8716  37.1173
H  5.5191  6.7027  32.4138
C  8.5851  13.4121  45.5850
H  3.1032  10.0112  38.9713
C  5.4766  6.7768  30.3532
H  8.9406  3.8897  40.8363
C  12.2391  12.0482  37.2668
H  9.3912  13.5185  46.3109
H  7.5781  2.7751  45.5784
H  6.0122  4.6668  45.9602
H  11.1257  15.1588  36.2166
H  0.5785  5.8630  35.3399
H  7.5102  18.2267  45.0480
H  12.8015  13.2932  34.1014
C  10.5148  14.2824  36.4329
H  6.4308  13.4806  45.4017
H  3.5701  11.6165  39.5111
C  12.8428  9.7980  35.4514
H  3.8942  9.7483  30.8117
C  7.1604  13.6884  46.1844
C  -4.7390  10.4197  37.6469
C  4.7799  16.2415  44.6424
C  7.1961  3.2667  44.6837
H  -4.2484  14.4140  36.3029
H  4.6222  16.6228  45.6513
H  8.0565  17.7264  46.7148
H  13.8186  9.8291  34.9666
H  3.7568  6.4094  33.8050
H  9.4984  16.1228  45.5112
H  10.5363  13.0696  34.4675
H  -6.8754  11.9188  36.8993
H  9.9958  1.2949  44.1279
C  3.9552  8.7055  30.5005
H  8.3422  0.7593  44.7609
C  13.0201  9.6588  36.9276
H  7.7894  15.4244  47.3298
C  5.3360  8.2736  30.1447
B  -1.3366  9.4897  44.9813
H  5.5873  1.5258  40.9602
C  1.6387  5.9982  33.5468
F  -2.2479  10.5594  45.1230
C  3.3610  8.1219  31.7723
H  3.7832  16.5209  42.7104
H  9.1587  3.6292  43.7659
C  -3.4510  14.0611  36.9569
H  9.5197  0.9345  41.4480
H  1.3481  7.0429  33.6568
H  7.0239  13.0147  47.0303
H  5.2177  6.1861  29.4745
H  0.9849  5.5042  32.8280
F  -1.8815  8.5125  45.6857
H  8.2665  14.5110  36.4877
H  1.5915  4.3477  35.0258
H  10.7740  10.4497  35.0589
H  2.8882  17.2398  44.0273
H  2.3424  8.3142  32.1092
H  -3.1000  12.0517  36.2875
C  9.1730  15.1001  36.3487
C  -6.2123  11.8281  39.9391
H  9.8964  12.2734  35.8205
H  -2.7444  12.2974  37.9111
H  -6.7566  9.7702  37.7281
N  -4.7805  12.0225  37.7771
H  -6.3209  12.1192  40.9839
H  5.2032  9.7316  40.0264
H  7.7062  3.9081  42.7815
H  3.4853  4.8843  33.1249
H  6.3767  2.5865  44.4511
C  11.7875  10.8251  34.9177
C  5.1625  10.2603  39.0741
C  -4.9556  12.5213  39.2229
C  3.8237  10.8145  38.8179
F  -0.1223  9.8268  45.6589
C  2.6327  5.9935  30.6463
H  7.5299  1.3944  39.5126
C  7.1175  1.1171  42.4441
H  4.4407  15.2363  44.8926
H  1.6258  6.4099  30.6183
H  4.2694  17.9438  43.4763
C  8.1697  3.2468  43.5136
H  12.0556  9.3681  37.3441
H  6.0709  15.4720  46.8771
H  -6.2918  13.5196  37.3770
C  -3.4915  12.5669  37.1646
H  6.7722  2.8898  39.5065
H  -5.1419  9.9957  40.3269
H  5.9432  4.8518  44.2451
H  14.3212  11.4422  37.2212
H  9.1167  -0.1336  43.4381
C  13.0585  13.0548  35.1335
C  1.5187  5.4348  34.9926
H  12.6135  12.9736  37.7043
H  5.1993  5.1065  31.5620
H  -4.8609  10.4694  36.5649
H  13.7673  8.9139  37.2010
C  3.8888  16.9488  43.7074
C  6.3087  16.1133  44.1925
O  5.7568  9.5807  38.0477
C  13.3642  11.0094  37.5129

Total charge   +3
E_tot   -71460.7124 eV
Kohn-Sham gap   4.03 eV
Energy relative to the best compared isomer or geometry (same formula, charge and spin)   180.7 kcal per mole

Results of the Löwdin charge analysis, in e, for atoms 1 through 99: number 1, H, carries 0.136; number 2, C, carries 0.032; number 3, C, carries -0.177; number 4, H, carries 0.134; number 5, H, carries 0.130; number 6, H, carries 0.102; number 7, C, carries -0.095; number 8, C, carries -0.072; number 9, C, carries -0.140; number 10, H, carries 0.078; number 11, H, carries 0.113; number 12, H, carries 0.137; number 13, H, carries 0.111; number 14, H, carries 0.125; number 15, H, carries 0.076; number 16, H, carries 0.079; number 17, H, carries 0.120; number 18, H, carries 0.130; number 19, C, carries -0.117; number 20, H, carries 0.114; number 21, H, carries 0.124; number 22, C, carries -0.112; number 23, C, carries -0.108; number 24, C, carries -0.143; number 25, H, carries 0.104; number 26, H, carries 0.127; number 27, H, carries 0.084; number 28, H, carries 0.104; number 29, H, carries 0.109; number 30, H, carries 0.124; number 31, C, carries -0.175; number 32, C, carries 0.012; number 33, H, carries 0.045; number 34, H, carries 0.134; number 35, C, carries -0.083; number 36, H, carries 0.051; number 37, H, carries 0.077; number 38, H, carries 0.118; number 39, C, carries 0.016; number 40, H, carries 0.114; number 41, C, carries -0.060; number 42, H, carries 0.105; number 43, H, carries 0.098; number 44, H, carries 0.131; number 45, H, carries 0.126; number 46, N, carries -0.221; number 47, H, carries 0.139; number 48, N, carries -0.235; number 49, C, carries -0.127; number 50, H, carries 0.123; number 51, H, carries 0.131; number 52, H, carries 0.095; number 53, C, carries -0.162; number 54, H, carries 0.083; number 55, F, carries 0.102; number 56, N, carries -0.268; number 57, N, carries -0.219; number 58, H, carries 0.131; number 59, H, carries 0.096; number 60, H, carries 0.129; number 61, H, carries 0.113; number 62, H, carries 0.123; number 63, H, carries 0.100; number 64, C, carries -0.147; number 65, H, carries 0.078; number 66, H, carries 0.147; number 67, C, carries -0.171; number 68, H, carries 0.056; number 69, C, carries -0.192; number 70, H, carries 0.105; number 71, C, carries -0.073; number 72, H, carries 0.108; number 73, H, carries 0.104; number 74, H, carries 0.082; number 75, H, carries 0.106; number 76, H, carries 0.079; number 77, H, carries 0.109; number 78, H, carries 0.112; number 79, C, carries -0.218; number 80, H, carries 0.112; number 81, H, carries 0.047; number 82, C, carries -0.177; number 83, H, carries 0.132; number 84, C, carries -0.126; number 85, C, carries -0.055; number 86, C, carries -0.229; number 87, C, carries -0.232; number 88, H, carries 0.110; number 89, H, carries 0.100; number 90, H, carries 0.107; number 91, H, carries 0.123; number 92, H, carries 0.132; number 93, H, carries 0.132; number 94, H, carries 0.134; number 95, H, carries 0.101; number 96, H, carries 0.114; number 97, C, carries -0.186; number 98, H, carries 0.109; number 99, C, carries -0.208


[2]
Computed, not measured: a cluster of 2 separate species, C3H6O2 in total at a distorted geometry, with ωB97M-V with the def2-TZVPD basis set.

Cartesian coordinates (Å):
C  1.1754  -1.4096  -0.0262
H  1.4214  -0.6368  -2.0242
H  -1.9294  1.6781  -0.1590
H  1.2145  -1.1818  1.0311
C  1.4336  -0.4089  -0.9493
O  1.3996  0.7936  -0.5546
O  -0.3902  0.3345  0.1613
H  -2.2625  0.2777  0.8724
C  -1.4964  1.0311  0.6186
H  -1.2954  1.6183  1.5277
H  0.9768  -2.4301  -0.3411

Total charge   0
E_tot   -7297.8663 eV
Kohn-Sham gap (alpha / beta)   8.75 / 8.33 eV
Energy relative to the best compared isomer or geometry (same formula, charge and spin)   134.0 kcal per mole

Charge distribution, Löwdin scheme, values in e: number 1, C, carries 0.118; number 2, H, carries 0.116; number 3, H, carries 0.083; number 4, H, carries 0.079; number 5, C, carries -0.333; number 6, O, carries -0.001; number 7, O, carries -0.157; number 8, H, carries 0.099; number 9, C, carries -0.157; number 10, H, carries 0.081; number 11, H, carries 0.073


[3]
Computed, not measured: a structure of composition C20H18Cl3GaN5O4S2, with ωB97M-V with the def2-TZVPD basis set.

Cartesian coordinates (Å):
H  -5.3848  1.8038  -0.7064
O  1.2283  1.5283  0.2215
C  3.0378  5.2659  1.0327
H  -3.4475  -5.3140  1.3878
C  -2.3981  1.2896  -1.0109
S  -3.2667  -0.1265  -1.5480
H  4.0729  5.3110  1.3420
S  -3.2389  2.8026  -1.1282
C  4.9463  -2.8405  -0.9236
C  -4.5254  0.8315  -2.4375
H  -1.7190  -3.7046  -1.6472
H  -1.8041  -5.8573  1.8286
C  -1.5807  -2.7380  2.4870
H  -2.8303  -5.0347  3.0103
H  -0.7703  -3.0788  3.1337
H  -4.1352  1.0979  -3.4186
C  2.2753  6.4029  0.8971
O  3.3138  2.9561  0.9393
N  -0.7220  2.5892  -0.3326
H  5.2809  -1.8692  0.9622
C  2.7686  -2.5841  -1.8628
C  2.4893  4.0081  0.7736
H  4.3340  -3.7108  -2.7883
H  0.3422  7.2182  0.3964
C  2.3558  -1.7905  -0.7878
C  4.5798  -2.0722  0.1659
N  -2.0338  -4.0764  -0.7648
H  -5.3765  2.8028  -2.1731
Cl  1.6309  -2.9224  -3.1251
N  -1.2783  -2.1152  0.2537
N  -1.1673  1.2886  -0.6011
O  1.1043  -1.3354  -0.7613
H  2.8270  2.1376  0.7569
C  0.9386  6.3228  0.4986
C  -1.0858  -1.7185  1.4971
C  0.3919  5.0905  0.2376
N  -2.0345  -3.7741  1.5691
Ga  0.2045  -0.0009  0.0253
H  -2.3913  -2.3454  3.1034
O  -0.4887  -0.6432  1.7620
H  -0.6396  5.0024  -0.0739
C  -1.7973  -3.3623  0.3233
H  -5.3976  0.1901  -2.5556
C  1.1479  3.9142  0.3658
Cl  2.8083  -0.6249  1.5983
C  -2.5518  -5.0739  1.9608
H  2.7201  7.3675  1.1040
C  0.5113  2.6309  0.0709
Cl  6.5506  -3.4829  -1.0155
C  4.0457  -3.1060  -1.9409
C  3.2941  -1.5658  0.2216
H  -2.3122  -5.0412  -0.7187
C  -4.8226  2.0572  -1.6045

Total charge   +1
E_tot   -148284.4975 eV
Kohn-Sham gap   7.72 eV
Energy relative to the best compared isomer or geometry (same formula, charge and spin)   0.0 kcal per mole

Charge distribution, Löwdin scheme, values in e: number 1, H, carries 0.084; number 2, O, carries -0.066; number 3, C, carries -0.001; number 4, H, carries 0.099; number 5, C, carries -0.858; number 6, S, carries 0.944; number 7, H, carries 0.124; number 8, S, carries 1.017; number 9, C, carries -0.668; number 10, C, carries -0.499; number 11, H, carries 0.132; number 12, H, carries 0.104; number 13, C, carries 0.015; number 14, H, carries 0.102; number 15, H, carries 0.159; number 16, H, carries 0.087; number 17, C, carries -0.059; number 18, O, carries 0.080; number 19, N, carries 0.037; number 20, H, carries 0.114; number 21, C, carries -0.575; number 22, C, carries -0.244; number 23, H, carries 0.112; number 24, H, carries 0.105; number 25, C, carries -0.398; number 26, C, carries -0.117; number 27, N, carries 0.255; number 28, H, carries 0.088; number 29, Cl, carries 0.714; number 30, N, carries 0.169; number 31, N, carries -0.099; number 32, O, carries -0.112; number 33, H, carries 0.056; number 34, C, carries -0.077; number 35, C, carries -0.415; number 36, C, carries -0.023; number 37, N, carries -0.069; number 38, Ga, carries 0.467; number 39, H, carries 0.157; number 40, O, carries 0.055; number 41, H, carries 0.108; number 42, C, carries -0.361; number 43, H, carries 0.087; number 44, C, carries -0.075; number 45, Cl, carries 0.816; number 46, C, carries 0.002; number 47, H, carries 0.111; number 48, C, carries -0.342; number 49, Cl, carries 0.697; number 50, C, carries -0.120; number 51, C, carries -0.538; number 52, H, carries 0.123; number 53, C, carries -0.501


Let's list molar mass in order: 843.19 74.08 632.61 g mol⁻¹.